Entry 1:
The following is a DFT calculation (ωB97M-V with the def2-TZVPD basis set) of 2 unconnected molecules or ions with the total composition C2H11N3O.

Geometry as XYZ:
```
17
Properties=species:S:1:pos:R:3:forces:R:3:mulliken_charge:R:1
N 3.028 2.391 -1.310 -0.3 -0.2 0.1 -0.608
C 4.337 1.859 -1.643 0.3 0.4 -0.2 -0.200
N 4.244 0.605 -2.395 0.7 -0.2 0.1 -0.625
H 2.731 3.157 -1.895 0.2 0.1 -0.2 0.224
H 2.362 1.639 -1.462 0.0 0.1 0.2 0.248
H 4.926 2.627 -2.162 -0.2 0.0 -0.1 0.245
H 4.909 1.674 -0.733 -0.2 -0.2 0.2 0.257
H 4.979 -0.022 -2.073 -0.3 0.0 0.0 0.251
H 4.451 0.730 -3.380 -0.3 0.2 0.0 0.209
N -3.502 -2.212 2.286 -0.4 0.1 0.3 -0.465
C -4.749 -1.658 1.813 0.3 0.5 0.2 -0.235
O -5.845 -2.467 2.170 -0.3 -0.1 -0.1 -0.514
H -2.717 -2.132 1.662 0.0 0.1 -0.1 0.217
H -3.284 -1.853 3.207 0.3 -0.1 -0.2 0.209
H -4.914 -0.637 2.181 0.0 -0.1 0.2 0.225
H -4.747 -1.553 0.737 0.1 -0.4 -0.3 0.265
H -6.209 -2.148 2.998 0.0 -0.1 0.0 0.298
```
Forces are in eV/Å.

Computed properties:
Energy above the lowest of the compared OMol25 structures with the same formula, charge and spin   8.1 kcal per mole
HOMO energy   -9.2 eV
Frontier orbital gap   10.2 eV
Charge   0
Lowest unoccupied orbital energy   0.99 eV

---

Entry 2:
The following is a DFT calculation (ωB97M-V with the def2-TZVPD basis set) of 2 unconnected molecules or ions with the total composition C3H6IN3 at a distorted geometry.

Geometry as XYZ:
```
13
Properties=species:S:1:pos:R:3:forces:R:3:mulliken_charge:R:1
C 1.401 0.281 0.359 1.1 0.1 1.1 -0.066
C -0.881 0.520 0.933 -1.3 0.1 0.4 -0.091
C -0.103 -0.724 -1.036 -2.0 0.9 1.5 -0.070
N 1.181 -0.364 -0.812 -2.1 -0.9 -0.8 -0.011
N 0.441 0.669 1.183 0.3 -1.6 -3.6 0.048
N -1.123 -0.296 -0.274 3.2 1.3 1.3 0.003
I -1.021 1.363 -4.679 0.0 -0.1 0.2 0.047
H 2.412 0.354 0.722 0.3 0.2 -0.1 0.417
H -1.638 0.925 1.715 1.1 -1.1 -1.9 0.411
H -0.425 -1.441 -1.751 0.4 -0.4 -1.2 0.483
H 1.883 -0.785 -1.438 0.1 0.5 0.6 0.330
H 0.872 1.027 1.976 -0.1 1.3 2.6 0.235
H -2.051 -0.501 -0.567 -1.1 -0.3 -0.1 0.263
```
Forces are in eV/Å.

Computed properties:
Energy above the lowest of the compared OMol25 structures with the same formula, charge and spin   19.7 kcal per mole
HOMO energy (alpha / beta)   -15.6 / -16.0 eV
Frontier orbital gap (alpha / beta)   4.7 / 5.3 eV
Charge   +2
Lowest unoccupied orbital energy (alpha / beta)   -10.92 / -10.71 eV